Computed, not measured: 2 unconnected molecules or ions with the total composition H5N3O in a non-equilibrium geometry, with the ωB97M-V functional and the def2-TZVPD basis.

Structure (XYZ):
```
9
H5N3O (the ωB97M-V functional and the def2-TZVPD basis)
N -0.52755 -0.55553 1.69692
N 0.30271 0.68299 -1.95417
N 0.47752 -0.76052 0.86317
O 0.43730 1.07695 -0.65304
H -0.95157 0.39919 1.81532
H -1.24150 -1.26995 1.72080
H 1.06588 0.03601 -2.34226
H -0.58238 0.35445 -2.29672
H 1.01959 0.03642 1.14998
```

Values from the calculation:
* E: -6593.71692 eV
* highest occupied orbital energy (alpha / beta): -9.303 / -7.471 eV
* multiplicity: 1
* net charge: 0
* ΔE to the lowest compared entry with this formula, charge and spin: 64.1 kcal per mole